[1]
C4H6O2 | ωB97M-V with the def2-TZVPD basis set

Summary:
SMILES string = O=C[C@H]1C[C@H]1O
frontier orbital gap = 10.84 eV
calculated total energy = -8337.66331 eV
energy relative to the best compared isomer or geometry (same formula, charge and spin) = 64.5 kcal per mole
M = 86.1 g/mol

ORCA input file:
```
! RIJCOSX wB97M-V def2-TZVPD def2/J DEFGRID3
* xyz 0 1
O 0.42072 -1.36894 1.57330
C 1.07420 -1.08835 0.59546
C 0.54200 -0.30623 -0.56049
C -0.95079 -0.06823 -0.53471
C 0.04044 1.05472 -0.21687
O -0.06951 1.47716 1.09859
H 2.13968 -1.37404 0.52216
H 1.02888 -0.41570 -1.51735
H -1.42194 -0.69600 0.24262
H -1.54105 0.06548 -1.42831
H 0.11591 1.84202 -0.96058
H -0.94717 1.03128 0.98554
*
```

The Löwdin scheme yields these atomic charges, measured in e: 0.06 -0.22 -0.19 -0.06 -0.33 0.00 0.13 0.13 0.13 0.10 0.15 0.10

---

[2]
C4H6O2 | ωB97M-V with the def2-TZVPD basis set

Summary:
SMILES string = CCC(=O)C=O
frontier orbital gap = 9.39 eV
calculated total energy = -8337.99107 eV
energy relative to the best compared isomer or geometry (same formula, charge and spin) = 57.0 kcal per mole
M = 86.1 g/mol

ORCA input file:
```
! RIJCOSX wB97M-V def2-TZVPD def2/J DEFGRID3
* xyz 0 1
C 0.00616 -0.40947 -1.28174
C -1.06303 -0.10776 0.02982
C 0.13695 -0.32453 0.80917
O 0.52813 -1.39719 1.22849
C 0.96727 0.93036 0.98594
O 1.03513 1.87749 0.23946
H 0.47371 0.54987 -1.54349
H -0.61590 -0.80253 -2.06181
H 0.86159 -1.11220 -1.14959
H -1.41582 0.92347 -0.09861
H -1.91032 -0.72038 0.41633
H 1.44852 0.87198 1.96663
*
```

The Löwdin scheme yields these atomic charges, measured in e: -0.01 -0.05 -0.53 0.07 -0.16 0.08 0.07 0.06 0.10 0.11 0.13 0.13

---

[3]
C4H6O2 | ωB97M-V with the def2-TZVPD basis set

Summary:
frontier orbital gap = 9.09 eV
calculated total energy = -8335.86417 eV
energy relative to the best compared isomer or geometry (same formula, charge and spin) = 106.0 kcal per mole
M = 86.1 g/mol

ORCA input file:
```
! RIJCOSX wB97M-V def2-TZVPD def2/J DEFGRID3
* xyz 0 1
C 0.37852 0.88093 0.89526
C 0.89249 -0.89586 -0.65225
C -0.04075 1.16247 -0.63984
C 0.23401 -0.48077 0.48783
O -1.38224 1.10470 -0.62881
O -0.81102 -1.20533 1.01701
H 1.42196 1.33123 1.07010
H -0.30664 1.25884 1.69523
H 0.56612 -1.79126 -1.20895
H 1.68863 -0.37810 -0.94484
H -1.58414 0.88317 -1.54019
H -1.05695 -1.87002 0.44946
*
```

The Löwdin scheme yields these atomic charges, measured in e: -0.12 0.07 -0.06 -0.47 -0.04 0.08 0.13 0.13 0.10 0.02 0.10 0.06

---

[4]
C4H6O2 | ωB97M-V with the def2-TZVPD basis set

Summary:
frontier orbital gap = 9.66 eV
calculated total energy = -8335.45770 eV
energy relative to the best compared isomer or geometry (same formula, charge and spin) = 115.4 kcal per mole
M = 86.1 g/mol

ORCA input file:
```
! RIJCOSX wB97M-V def2-TZVPD def2/J DEFGRID3
* xyz 0 1
C 1.58425 0.11778 0.98365
C 0.49669 -0.65986 0.45295
O -0.75494 -0.51647 1.08740
C -1.59571 0.12300 0.17121
O -0.79041 1.02886 -0.55503
C 0.47168 0.45189 -0.67695
H 2.47804 -0.21524 0.41612
H 1.21960 1.24564 -0.46955
H 0.62775 -1.67099 0.04984
H -2.06565 -0.60055 -0.51672
H -2.35490 0.69245 0.71070
H 0.68361 0.00350 -1.65363
*
```

The Löwdin scheme yields these atomic charges, measured in e: 0.17 -0.41 -0.05 -0.21 -0.06 -0.19 0.05 0.12 0.15 0.14 0.14 0.15

---

[5]
C4H6O2 | ωB97M-V with the def2-TZVPD basis set

Summary:
frontier orbital gap = 9.69 eV
calculated total energy = -8339.08562 eV
energy relative to the best compared isomer or geometry (same formula, charge and spin) = 31.7 kcal per mole
M = 86.1 g/mol

ORCA input file:
```
! RIJCOSX wB97M-V def2-TZVPD def2/J DEFGRID3
* xyz 0 1
C 0.73751 1.44593 0.41865
C 0.53197 -0.01574 0.16426
C -0.19199 -0.81100 0.95373
O -0.53521 -2.09699 0.68276
C -1.25428 -0.91726 -1.93911
O -1.45374 -0.00408 -2.58273
H 0.31822 2.04820 -0.39818
H 0.23299 1.75723 1.33901
H 1.80053 1.69575 0.50254
H 0.98867 -0.43953 -0.73054
H -0.59384 -0.47606 1.90913
H -0.55148 -2.19017 -0.28314
*
```

The Löwdin scheme yields these atomic charges, measured in e: -0.11 -0.21 -0.24 -0.03 0.05 0.08 0.07 0.07 0.07 0.10 0.12 0.03

---

[6]
C4H6O2 | ωB97M-V with the def2-TZVPD basis set

Summary:
SMILES string = CC(C=O)C=O
frontier orbital gap = 10.39 eV
calculated total energy = -8339.18772 eV
energy relative to the best compared isomer or geometry (same formula, charge and spin) = 29.4 kcal per mole
M = 86.1 g/mol

ORCA input file:
```
! RIJCOSX wB97M-V def2-TZVPD def2/J DEFGRID3
* xyz 0 1
C -0.01619 0.20336 -1.34217
C -0.38978 0.11084 0.16237
C -0.00967 -1.30728 0.54684
O 1.13497 -1.64168 0.74501
C 0.29896 1.05379 1.14998
O -0.30327 1.83354 1.84770
H -0.75784 0.80085 -1.86980
H -0.00926 -0.78841 -1.81616
H 0.98139 0.61525 -1.50795
H -1.46582 0.26779 0.28295
H -0.84813 -2.03235 0.52447
H 1.38463 0.88429 1.27677
*
```

The Löwdin scheme yields these atomic charges, measured in e: -0.04 -0.28 -0.24 0.06 -0.22 0.07 0.08 0.08 0.09 0.14 0.13 0.13

---

[7]
C4H6O2 | ωB97M-V with the def2-TZVPD basis set

Summary:
SMILES string = O=C1CCC1=O.[H][H]
frontier orbital gap = 8.96 eV
calculated total energy = -8337.72805 eV
energy relative to the best compared isomer or geometry (same formula, charge and spin) = 63.0 kcal per mole
M = 86.1 g/mol

ORCA input file:
```
! RIJCOSX wB97M-V def2-TZVPD def2/J DEFGRID3
* xyz 0 1
O 2.09219 -0.79656 -0.32357
C 0.95229 -0.44378 -0.41538
C -0.39269 -0.97922 0.03096
C -1.13104 0.27000 -0.43563
C 0.20882 0.82344 -0.96707
O 0.54726 1.82845 -1.50836
H -0.36685 -1.79793 -0.78269
H -0.52187 -1.37731 1.03651
H -1.54778 0.91284 0.34479
H -1.91181 0.12422 -1.18431
H 1.36606 0.59032 1.97770
H 0.70542 0.84553 2.22705
*
```

The Löwdin scheme yields these atomic charges, measured in e: 0.12 -0.38 -0.12 -0.09 -0.31 0.15 0.16 0.12 0.12 0.12 0.06 0.06

---

[8]
C4H6O2 | ωB97M-V with the def2-TZVPD basis set

Summary:
SMILES string = C[C@H]1O[C@H]1C=O
frontier orbital gap = 10.98 eV
calculated total energy = -8337.46246 eV
energy relative to the best compared isomer or geometry (same formula, charge and spin) = 69.2 kcal per mole
M = 86.1 g/mol

ORCA input file:
```
! RIJCOSX wB97M-V def2-TZVPD def2/J DEFGRID3
* xyz 0 1
C 1.10315 0.87480 -0.29696
C -0.29508 0.69368 0.25000
O -1.30657 0.78954 -0.73156
C -1.26809 -0.41074 0.00524
C -0.30778 -1.52559 -0.03803
O -0.06830 -2.03598 1.03610
H 1.85698 0.33943 0.28746
H 1.17578 0.59158 -1.35267
H 1.32770 1.94500 -0.22994
H -0.41982 0.96047 1.29516
H -2.08725 -0.50873 0.71710
H 0.28928 -1.71345 -0.94191
*
```

The Löwdin scheme yields these atomic charges, measured in e: -0.03 -0.31 0.04 -0.22 -0.25 0.05 0.09 0.09 0.09 0.15 0.16 0.14

---

[9]
C4H6O2 | ωB97M-V with the def2-TZVPD basis set

Summary:
SMILES string = C#C[C@H](O)CO
frontier orbital gap = 10.97 eV
calculated total energy = -8337.30695 eV
energy relative to the best compared isomer or geometry (same formula, charge and spin) = 72.7 kcal per mole
M = 86.1 g/mol

ORCA input file:
```
! RIJCOSX wB97M-V def2-TZVPD def2/J DEFGRID3
* xyz 0 1
C 2.11882 -0.84787 0.13812
C 1.27287 -0.15753 -0.37300
C 0.09210 0.68885 -0.12317
O -0.11410 0.60992 1.28888
C -1.21995 0.17774 -0.70222
O -1.36146 -1.21003 -0.54556
H 2.75444 -1.44115 0.74950
H 0.27240 1.72798 -0.42776
H 0.73219 0.79639 1.71455
H -1.99724 0.73411 -0.15719
H -1.30829 0.39932 -1.76809
H -1.09703 -1.41306 0.36296
*
```

The Löwdin scheme yields these atomic charges, measured in e: 0.13 -0.06 -0.38 -0.04 -0.23 -0.05 0.04 0.15 0.10 0.13 0.13 0.09

---

[10]
C4H6O2 | ωB97M-V with the def2-TZVPD basis set

Summary:
frontier orbital gap = 9.38 eV
calculated total energy = -8337.23397 eV
energy relative to the best compared isomer or geometry (same formula, charge and spin) = 74.4 kcal per mole
M = 86.1 g/mol

ORCA input file:
```
! RIJCOSX wB97M-V def2-TZVPD def2/J DEFGRID3
* xyz 0 1
C 0.82708 -0.60742 1.39055
C 0.65760 0.09522 0.04594
C -0.47417 -0.50449 -0.74071
O -0.84339 -1.63462 -0.73739
C -1.55868 1.50986 -1.11648
O -1.13553 0.38779 -1.64982
H -0.04442 -0.43360 2.02772
H 0.92806 -1.68805 1.25612
H 1.71215 -0.22866 1.90990
H 1.55936 -0.03522 -0.56818
H 0.48448 1.16908 0.15009
H -2.11254 1.97011 -1.96773
*
```

The Löwdin scheme yields these atomic charges, measured in e: -0.09 -0.17 -0.44 0.17 0.10 -0.06 0.08 0.08 0.08 0.13 0.09 0.03

---

[11]
C4H6O2 | ωB97M-V with the def2-TZVPD basis set

Summary:
SMILES string = O=C[C@@H]1C[C@@H]1O
frontier orbital gap = 9.55 eV
calculated total energy = -8337.31895 eV
energy relative to the best compared isomer or geometry (same formula, charge and spin) = 72.5 kcal per mole
M = 86.1 g/mol

ORCA input file:
```
! RIJCOSX wB97M-V def2-TZVPD def2/J DEFGRID3
* xyz 0 1
O 1.99084 -0.56518 1.85566
C 1.10753 -0.03528 1.21252
C 0.54687 -0.60571 -0.00242
C 0.18845 0.13029 -1.24547
C -0.99043 -0.05974 -0.40539
O -1.43434 1.11106 0.19549
H 0.60068 0.88477 1.56459
H 0.76225 -1.67204 -0.14846
H 0.30628 -0.39171 -2.18420
H 0.51413 1.16724 -1.24482
H -1.21392 -1.02994 0.01685
H -2.37834 1.06625 0.38564
*
```

The Löwdin scheme yields these atomic charges, measured in e: 0.03 -0.27 -0.17 -0.09 -0.26 -0.01 0.13 0.15 0.11 0.13 0.14 0.11

---

[12]
C4H6O2 | ωB97M-V with the def2-TZVPD basis set

Summary:
frontier orbital gap (spin up / spin down) = 8.35 / 8.35 eV
calculated total energy = -8335.35842 eV
energy relative to the best compared isomer or geometry (same formula, charge and spin) = 117.7 kcal per mole
M = 86.1 g/mol

ORCA input file:
```
! RIJCOSX wB97M-V def2-TZVPD def2/J DEFGRID3
* xyz 0 1
C 0.48692 1.00760 1.12136
C 0.37192 -0.32294 0.45498
O 1.07547 -1.25370 0.95069
C -0.55705 -0.64529 -0.61728
C -0.90383 0.21038 -1.57844
O 0.99411 -2.48130 0.38772
H -0.38727 1.16501 1.76475
H 1.38819 1.05004 1.73708
H 0.50563 1.82086 0.38960
H -0.89815 -1.67668 -0.59924
H -0.48945 1.21373 -1.64278
H -1.58648 -0.08769 -2.36846
*
```

The Löwdin scheme yields these atomic charges, measured in e: 0.01 -0.30 -0.05 -0.09 0.07 -0.17 0.10 0.10 0.08 0.11 0.07 0.07